Entry from OMol25: a structure of composition C13H10AuN3O8 (ωB97M-V/def2-TZVPD).

```
35
Properties=species:S:1:pos:R:3
O -3.914 2.073 0.012
H 4.835 0.856 2.116
O -5.803 0.609 0.017
O -6.165 -1.634 0.034
H 2.010 1.091 -4.245
O 2.454 0.935 3.571
N -3.489 -2.102 0.063
C -2.115 -2.037 0.045
N -1.722 -0.738 0.019
O -1.708 2.066 0.001
C 1.979 0.981 2.360
O 0.771 1.074 2.200
C -3.998 -0.881 0.050
C 2.900 0.917 1.162
H -4.095 -2.924 0.082
C -2.828 -0.021 0.027
C -5.503 -0.622 0.055
H -0.206 -2.925 0.036
C 2.893 0.931 -1.163
H 4.782 0.879 -2.172
H -1.449 -3.819 0.949
C -2.822 1.478 0.012
H -4.898 1.373 0.050
H 3.417 0.866 3.633
C 4.275 0.880 -1.217
Au 0.178 1.189 0.006
O 2.626 0.999 -3.495
C 1.988 1.020 -2.360
C 4.283 0.867 1.185
H -1.474 -3.855 -0.805
O 0.774 1.109 -2.244
C -1.250 -3.218 0.056
H 6.057 0.806 -0.021
N 2.241 0.936 0.000
C 4.976 0.842 -0.020
```

Output
**Relative energy (zero: lowest compared OMol25 entry of this formula, charge and spin)**: 5.14 kcal/mol
**HOMO level (spin up / spin down)**: -16.117 / -16.049 eV
**2S+1**: 3
**Net charge**: +2
**Gap between HOMO and LUMO (spin up / spin down)**: 8.12 / 5.98 eV



Entry from OMol25: a structure of composition C13H10Cl2N3O2Sc (ωB97M-V/def2-TZVPD).

```
31
Properties=species:S:1:pos:R:3
N 2.108 0.091 -0.227
C 4.711 0.933 0.277
C -4.766 0.983 0.289
C 3.651 1.823 0.393
N -0.024 1.638 0.164
O -1.394 3.484 0.569
C 1.202 2.318 0.324
Cl 1.602 -4.869 -1.215
C -2.425 1.395 0.142
H -0.749 -4.941 -1.063
C 2.374 1.370 0.142
C -3.696 1.861 0.400
C 4.449 -0.377 -0.101
C 0.070 -4.555 -0.466
H 2.926 -1.769 -0.671
N -2.171 0.114 -0.228
C 3.148 -0.759 -0.349
H 0.050 -4.898 0.562
H -5.320 -1.046 -0.194
H -3.819 2.897 0.684
O 1.364 3.466 0.587
H -3.016 -1.733 -0.674
C -1.243 2.332 0.318
H -5.775 1.315 0.493
C -4.518 -0.329 -0.092
Sc -0.031 -0.302 -0.304
H 3.787 2.858 0.676
H 5.725 1.256 0.476
Cl -0.242 -2.733 -0.363
H 5.244 -1.102 -0.204
C -3.222 -0.723 -0.346
```

Output
**Relative energy (zero: lowest compared OMol25 entry of this formula, charge and spin)**: 4.78 kcal/mol
**HOMO level**: -16.138 eV
**Net charge**: +2
**Gap between HOMO and LUMO**: 7.78 eV



Going through the records in order, we get molar mass values of 533.20, 356.10 g mol⁻¹.
Going through the records in order, we get E values of -1402.6790, -2496.7585 a.u..